No. 1
ORCA calculation (wB97M-V/def2-TZVPD) on an isolated molecule of C4H6N2O.

Frontier orbital gap in eV: 9.970
Calculated total energy in eV: -9270.193
SMILES: [H]/N=C/N1CC(=O)C1
LUMO in eV: 0.73
Relative energy (zero: lowest compared OMol25 entry of this formula, charge and spin) in kJ/mol: 319.2
E_HOMO in eV: -9.235

CARTESIAN COORDINATES (ANGSTROEM)
H 3.376157 -0.504566 0.415468
N 2.431171 -0.592549 0.146982
C 1.756166 0.474003 -0.075870
N 0.481116 0.366920 -0.351972
C -0.654020 1.136854 0.133032
C -1.534768 -0.181184 0.051757
O -2.742745 -0.309252 0.047611
C -0.097418 -0.972757 -0.082849
H 2.320639 1.517895 -0.193513
H -0.236308 1.262681 1.248526
H -0.943669 2.085696 -0.488034
H -0.094878 -1.706917 -0.943208
H 0.314256 -1.342860 0.858382

Atoms 1-3, force components in eV/Å:
H 1.16 0.66 -0.11
N -1.54 -0.27 0.15
C 4.83 1.71 0.05



No. 2
ORCA calculation (wB97M-V/def2-TZVPD) on C12H24N6O2ReSbSe4 as an isolated structure.

Frontier orbital gap (alpha / beta) in eV: 5.501 / 5.408
Total charge: +1
Calculated total energy in eV: -295913.168
2S+1: 2
LUMO (alpha / beta) in eV: -5.03 / -5.13
Relative energy (zero: lowest compared OMol25 entry of this formula, charge and spin) in kJ/mol: 214.7
E_HOMO (alpha / beta) in eV: -10.535 / -10.538

CARTESIAN COORDINATES (ANGSTROEM)
Re 0.033532 0.275282 0.213909
Se 2.785149 -2.996099 3.089567
Sb 3.077394 -1.433942 1.374640
Se 1.585204 0.696878 1.962636
Se 1.183322 -1.715727 -0.427549
Se 4.961085 -0.734143 0.187476
C -0.816064 -2.309029 2.565279
N -1.960093 -1.413373 2.614225
C -2.778470 -1.332013 3.822681
C -3.956586 -0.458764 3.380351
N -3.542507 0.009634 2.053461
C -4.298657 1.077245 1.418180
C -2.417289 -0.607255 1.665433
N -1.809829 -0.489466 0.456701
C -2.607283 -0.159853 -0.748109
C -1.759676 -0.551554 -1.947367
N -0.502784 0.207013 -1.836789
C 0.330764 0.334535 -2.867315
N 1.491109 1.014355 -2.814142
C 2.129481 1.660035 -1.686069
C 2.317483 0.740727 -3.983232
C 1.305902 0.180793 -4.966983
N 0.197273 -0.225343 -4.100281
C -0.989469 -0.721588 -4.784698
H -0.976048 -3.085958 3.309498
H 0.115653 -1.794453 2.798317
H -0.736700 -2.775918 1.587077
H -2.206262 -0.899533 4.644735
H -3.093102 -2.334103 4.110238
H -4.101158 0.398938 4.035864
H -4.896820 -1.008588 3.316957
H -4.810503 1.622136 2.208355
H -5.049253 0.695965 0.725715
H -3.643007 1.780995 0.914586
H -2.794967 0.913285 -0.816882
H -3.561182 -0.687882 -0.752704
H -2.328127 -0.326514 -2.842464
H -1.549419 -1.625776 -1.919931
H 1.412376 2.239462 -1.107809
H 2.823977 2.398151 -2.087206
H 2.698894 0.964116 -1.063868
H 3.108557 0.029209 -3.732824
H 2.774773 1.662833 -4.338508
H 1.682943 -0.682159 -5.512656
H 0.968858 0.932685 -5.686140
H -0.681519 -0.975166 -5.795942
H -1.771882 0.035190 -4.860173
H -1.379771 -1.628808 -4.331603
O -0.528995 1.990028 0.168060
O -0.570377 3.101379 -0.437796

Atoms 1-3, force components in eV/Å:
Re -0.24 0.53 0.21
Se -0.03 -0.15 0.16
Sb -0.08 -0.15 0.13



No. 3
ORCA calculation (wB97M-V/def2-TZVPD) on a 2-piece molecular cluster, C3H8NOS overall.

Frontier orbital gap in eV: 6.527
Total charge: -1
Calculated total energy in eV: -17615.006
LUMO in eV: 3.81
Relative energy (zero: lowest compared OMol25 entry of this formula, charge and spin) in kJ/mol: 0.0
E_HOMO in eV: -2.713

CARTESIAN COORDINATES (ANGSTROEM)
C 2.169510 0.184264 2.102865
N 2.458974 0.247991 0.804021
O 1.068366 0.144072 2.609336
H 3.067759 0.135954 2.763500
H 3.426883 0.143973 0.556430
H 1.721596 0.291694 0.043318
C -2.452289 0.037097 -1.422983
C -1.163096 -0.386208 -0.725643
S 0.327958 0.318748 -1.511509
H -2.404263 -0.213437 -2.475750
H -2.587951 1.109699 -1.341312
H -3.322143 -0.464932 -0.984596
H -1.100007 -1.469573 -0.737318
H -1.211301 -0.079338 0.319642

Atoms 1-3, force components in eV/Å:
C 0.36 -0.30 0.27
N 0.08 0.08 -0.08
O -0.53 0.16 0.21



No. 4
ORCA calculation (wB97M-V/def2-TZVPD) on a 2-piece molecular cluster, C5H4N3O4 overall.

Frontier orbital gap in eV: 8.507
Total charge: -1
Calculated total energy in eV: -17907.027
LUMO in eV: 3.77
Relative energy (zero: lowest compared OMol25 entry of this formula, charge and spin) in kJ/mol: 162.2
E_HOMO in eV: -4.732

CARTESIAN COORDINATES (ANGSTROEM)
C 0.586957 -0.674768 0.544926
C 0.636666 0.741707 0.669704
C -0.420549 -1.035941 -0.354992
C -0.274695 1.169773 -0.254036
C -3.167120 1.205431 -3.624340
N -0.939017 0.102222 -0.828229
N -2.244799 0.332678 -1.749680
N -3.299737 -0.355487 -1.357080
O -2.862776 0.398978 -4.428204
O -4.357203 -0.212580 -2.032618
O -3.479464 2.216771 -3.183475
O -3.229085 -1.056158 -0.318791
H 1.120377 -1.505442 1.030263
H 1.196880 1.326077 1.277500
H -0.654537 -2.138814 -0.683889
H -0.537629 2.137536 -0.705549

Atoms 1-3, force components in eV/Å:
C -0.43 -1.81 0.11
C -1.63 -2.31 -2.33
C 0.97 -2.57 0.21



No. 5
ORCA calculation (wB97M-V/def2-TZVPD) on C17H22AsMoN4O13P2S4 as an isolated structure.

Frontier orbital gap (alpha / beta) in eV: 6.631 / 6.806
Total charge: -1
Calculated total energy in eV: -175187.666
LUMO (alpha / beta) in eV: 1.44 / 1.58
E_HOMO (alpha / beta) in eV: -5.196 / -5.226

CARTESIAN COORDINATES (ANGSTROEM)
Mo -0.822234 -0.553451 0.022002
C 0.199787 3.330879 -3.122118
C -1.125937 2.927183 -2.606806
N -2.296167 3.309483 -3.025809
N -3.180162 2.621073 -2.234448
C -2.576405 1.821244 -1.342844
S -3.200298 0.790349 -0.173495
N -1.264662 2.025525 -1.587392
N -0.264711 1.421244 -0.834771
H 0.073191 4.125814 -3.852000
H 0.688685 2.468500 -3.578888
H 0.833627 3.673598 -2.302561
H -4.170310 2.717667 -2.365883
H 0.522564 1.232348 -1.467096
H 0.107649 2.066104 -0.047162
S -1.837623 -1.340368 -1.963444
C -2.737051 -2.770157 -1.522107
C -3.535364 -3.418215 -2.469714
C -4.243785 -4.553382 -2.128157
C -4.176527 -5.055881 -0.828956
C -3.397012 -4.413922 0.113455
C -2.670470 -3.269423 -0.225491
S -1.661749 -2.499056 0.987431
H -3.588749 -3.016969 -3.474261
H -4.854556 -5.050027 -2.871517
H -4.734360 -5.942070 -0.556888
H -3.338021 -4.786820 1.127615
O 1.285432 -0.031265 1.568163
As 1.573494 1.705605 2.145640
O 3.186118 1.852220 2.342716
O 0.714520 2.751139 1.197857
C 0.707386 1.734206 3.882242
C 1.367460 2.520931 4.818919
C 0.797399 2.776367 6.058697
C -0.442922 2.248112 6.371872
C -1.104478 1.443685 5.453557
C -0.527390 1.189608 4.218476
S -1.319517 -0.053785 3.224048
O -2.656871 -0.221030 3.708264
O -0.421339 -1.196782 3.332360
O -1.273486 0.495569 1.815573
H 0.906671 -0.576161 2.292449
H 2.338386 2.925395 4.558248
H 1.323650 3.391720 6.777453
H -0.894535 2.448406 7.334775
H -2.062448 1.000359 5.682838
C 3.792209 -0.633927 -3.518390
C 3.216245 -1.083713 -2.186141
O 3.714026 -2.385598 -1.923366
P 3.610266 0.050441 -0.808652
O 3.516667 -0.896994 0.449768
O 5.171663 0.351529 -0.944666
O 2.757250 1.251622 -0.820316
P 1.367130 -1.076351 -2.306607
O 1.108625 -2.468176 -3.056142
O 0.840059 0.081634 -3.069924
O 0.868555 -1.246298 -0.839855
H 4.879502 -0.613468 -3.454104
H 3.422285 0.355741 -3.778485
H 3.494829 -1.338120 -4.296109
H 3.520165 -2.588416 -0.998106
H 2.724136 -0.671654 1.002277
H 5.419424 1.015745 -0.287685
H 0.330083 -2.369568 -3.616346

Atoms 1-3, force components in eV/Å:
Mo -0.37 -1.06 -0.06
C 0.01 0.05 -0.03
C -0.12 0.11 -0.11



No. 6
ORCA calculation (wB97M-V/def2-TZVPD) on a 2-piece molecular cluster, C2H5NO3 overall.

Frontier orbital gap in eV: 10.091
Calculated total energy in eV: -9787.292
SMILES: NC=O.O=CO
LUMO in eV: 0.31
Relative energy (zero: lowest compared OMol25 entry of this formula, charge and spin) in kJ/mol: 86.6
E_HOMO in eV: -9.777

CARTESIAN COORDINATES (ANGSTROEM)
N -1.091097 -1.671766 0.577046
C 0.229631 -1.445382 0.887836
O 0.934547 -2.368916 1.227121
H -1.403403 -2.595893 0.316125
H -1.610778 -0.946739 0.108716
H 0.516475 -0.423119 0.660881
O -0.878707 2.471999 -0.178559
C 0.220878 2.267843 -0.563024
O 0.668645 1.019717 -0.828979
H 1.024398 2.990990 -0.792361
H 1.389407 0.701264 -1.414801

Atoms 1-3, force components in eV/Å:
N -0.36 0.58 -0.38
C -1.17 -1.65 -0.80
O 0.66 0.51 0.27



No. 7
ORCA calculation (wB97M-V/def2-TZVPD) on C3H7BrN2 as an isolated structure.

Frontier orbital gap in eV: 9.385
Calculated total energy in eV: -76242.933
LUMO in eV: 0.31
Relative energy (zero: lowest compared OMol25 entry of this formula, charge and spin) in kJ/mol: 230.6
E_HOMO in eV: -9.070

CARTESIAN COORDINATES (ANGSTROEM)
C -0.576005 -1.060025 0.537741
C -0.719274 -0.951646 -0.957615
C 0.344000 -0.231820 -0.289840
N 0.695758 2.083398 0.554668
N -0.156096 1.549872 -0.309686
Br 0.274001 2.287121 -2.188216
H -1.223932 -0.682200 1.255349
H -0.095558 -1.905458 0.970331
H -0.485502 -1.966832 -1.403490
H -1.619200 -0.525297 -1.248440
H 1.341495 -0.379617 -0.553904
H 1.653210 1.909411 0.387278
H 0.635186 3.059084 0.630254

Atoms 1-3, force components in eV/Å:
C 1.86 -0.03 -0.27
C 0.40 -3.87 0.32
C -3.05 4.49 -0.46